*i*
The following is a quantum chemistry calculation of a structure of composition C19H18N2O2S, from the Open Molecules 2025 dataset.

XYZ file:
```
42
Properties=species:S:1:pos:R:3:nbo_charge:R:1
C 4.39170 1.79740 -0.83725 -0.419
N 4.04330 0.41892 -0.96993 -0.388
C 3.73961 -0.25721 0.06614 0.536
O 3.33694 -1.55191 -0.05003 -0.653
C 3.66711 0.10365 1.32809 -0.485
H 3.23090 -0.55333 2.24064 0.314
H 4.56420 0.46302 1.90795 0.259
S 2.57853 1.78667 1.55198 0.191
C 1.03051 1.06675 1.16413 0.363
N 0.90056 -0.27294 1.16559 -0.460
C -0.50910 -0.14240 0.80728 0.136
C -1.07607 1.02424 0.54865 0.153
C -2.22176 1.28501 0.09995 -0.042
C -2.64120 2.80311 0.71193 -0.192
C -3.87696 3.22971 0.12719 -0.230
C -4.73598 2.51250 -0.50751 -0.243
C -4.21087 1.15019 -1.05847 -0.144
C -3.08051 0.72104 -0.61679 -0.220
H -2.60442 -0.06793 -1.15038 0.219
H -4.88901 0.81705 -1.69800 0.207
H -5.65455 2.95465 -1.04875 0.224
H -4.30275 4.30552 0.77886 0.190
H -2.04299 3.37311 1.42371 0.231
O -0.03352 1.86461 1.14365 -0.439
C -1.02782 -1.49837 0.39610 -0.132
C -2.28644 -1.90233 0.88842 -0.146
C -2.85675 -3.39191 0.75771 -0.217
C -1.99571 -4.08046 0.33702 -0.168
C -0.76951 -4.03146 0.24440 -0.273
C -0.14846 -2.75631 0.34274 -0.131
H 0.87533 -2.40111 0.05593 0.257
H -0.06587 -4.82842 -0.28325 0.229
H -2.39739 -5.20145 0.27958 0.172
H -3.93264 -3.52859 0.94121 0.225
H -3.04989 -1.18983 1.22781 0.195
C 3.76872 0.08646 -2.25900 -0.456
H 3.06010 0.50742 -3.04304 0.238
H 4.68645 -0.13062 -2.54833 0.202
H 3.31228 -1.08090 -2.19052 0.264
H 4.68603 2.16402 0.12735 0.217
H 5.16300 1.86691 -1.54891 0.207
H 3.37490 2.56554 -0.85384 0.211
```

molar mass = 338.432 g mol⁻¹
lowest unoccupied orbital energy = -0.36 eV
multiplicity = 1
HOMO = -7.36 eV

*ii*
The following is a quantum chemistry calculation of the molecule C19H18N2O2S, from the Open Molecules 2025 dataset.

XYZ file:
```
42
Properties=species:S:1:pos:R:3:nbo_charge:R:1
C -1.94529 -3.57513 1.81008 -0.271
O -2.84416 -3.13377 0.80062 -0.502
C -2.99036 -1.82385 0.62279 0.788
O -2.45472 -0.97372 1.28828 -0.608
C -3.87355 -1.53868 -0.56307 -0.619
S -2.75893 -1.44749 -2.02139 0.268
C -1.52737 -0.33172 -1.36884 0.134
N -0.31867 -0.82620 -1.27664 -0.440
C 0.66383 -0.08457 -0.77690 0.213
C 1.96821 -0.76894 -0.72196 0.006
C 3.13074 -0.19415 -1.22509 -0.216
C 4.32777 -0.88520 -1.17268 -0.210
C 4.37898 -2.15139 -0.61460 -0.208
C 3.22218 -2.73604 -0.12574 -0.198
C 2.02243 -2.05334 -0.18743 -0.202
C 0.45066 1.21285 -0.28476 -0.052
C -0.83051 1.74769 -0.38422 0.115
C -1.84266 0.97041 -0.97037 -0.247
C -3.14220 1.48895 -1.12894 0.290
N -4.20270 1.90500 -1.26856 -0.308
C -1.19247 3.10041 0.15356 -0.446
C 0.02383 3.93397 0.53983 -0.391
C 1.01085 3.06303 1.30635 -0.393
C 1.55682 1.99021 0.37015 -0.426
H -1.64686 -2.73438 2.43899 0.214
H -1.06898 -4.01188 1.32901 0.190
H -2.45840 -4.33147 2.40219 0.194
H -4.41063 -0.59855 -0.45174 0.253
H -4.54743 -2.36623 -0.76851 0.254
H 3.09448 0.78084 -1.68697 0.213
H 5.22426 -0.43379 -1.57174 0.215
H 5.31686 -2.68485 -0.56926 0.214
H 3.25640 -3.72830 0.29963 0.213
H 1.11234 -2.50069 0.18175 0.222
H -1.80775 3.63185 -0.57759 0.236
H -1.82080 2.94018 1.03679 0.232
H -0.29449 4.78380 1.14530 0.216
H 0.50767 4.32513 -0.35816 0.198
H 1.83456 3.66467 1.69386 0.214
H 0.50498 2.59396 2.15262 0.202
H 2.21446 1.30389 0.90810 0.232
H 2.15659 2.47753 -0.40474 0.211
```

molar mass = 338.432 g mol⁻¹
lowest unoccupied orbital energy = -0.02 eV
SMILES = COC(=O)CSc1nc(-c2ccccc2)c2c(c1C#N)CCCC2
multiplicity = 1
HOMO = -8.80 eV

*ii* (1610.0 kJ/mol below the next structure)